{"formula": "C6H10O", "method": "ωB97M-V/def2-TZVPD", "total_charge": 0, "gap_ev": 9.738, "homo_ev": -8.89, "e_above_lowest_kj_mol": 395.86, "e_lumo_ha": 0.031, "elements": ["C", "C", "C", "C", "C", "C", "O", "H", "H", "H", "H", "H", "H", "H", "H", "H", "H"], "coordinates": [[0.323, 0.449, -1.823], [0.013, -0.128, -0.690], [0.829, 0.879, 1.413], [-0.235, 1.749, 0.889], [-0.350, 0.234, 0.694], [-0.272, -2.124, -0.858], [-1.213, -0.470, 1.562], [0.435, 0.131, -2.797], [0.590, 1.508, -1.985], [1.813, 0.754, 0.928], [1.042, 0.712, 2.480], [-0.834, 2.195, 1.649], [0.140, 2.408, 0.017], [-1.332, -1.976, -0.924], [0.290, -2.530, -1.698], [0.171, -2.508, 0.052], [-1.409, -1.285, 1.091]]}

{"formula": "C7H10", "method": "ωB97M-V/def2-TZVPD", "total_charge": 0, "gap_ev": 10.273, "homo_ev": -9.19, "e_above_lowest_kj_mol": 229.80, "e_lumo_ha": 0.040, "elements": ["C", "C", "C", "C", "C", "C", "C", "H", "H", "H", "H", "H", "H", "H", "H", "H", "H"], "coordinates": [[1.605, -1.152, -0.188], [0.362, -0.332, 0.011], [0.299, 0.722, 1.149], [-0.631, 1.496, 0.220], [-1.543, 0.460, -0.437], [-1.067, -0.925, 0.012], [-0.176, 0.746, -0.985], [1.746, -1.841, 0.652], [1.552, -1.729, -1.117], [2.488, -0.503, -0.243], [-0.058, 0.347, 2.123], [1.238, 1.263, 1.297], [-0.770, 2.568, 0.149], [-2.507, 0.725, -0.864], [-1.441, -1.374, 0.942], [-1.177, -1.627, -0.824], [0.111, 1.142, -1.945]]}

What did the second record say?
{"formula": "C7H10", "method": "ωB97M-V/def2-TZVPD", "total_charge": 0, "gap_ev": 10.273, "homo_ev": -9.19, "e_above_lowest_kj_mol": 229.80, "e_lumo_ha": 0.040, "elements": ["C", "C", "C", "C", "C", "C", "C", "H", "H", "H", "H", "H", "H", "H", "H", "H", "H"], "coordinates": [[1.605, -1.152, -0.188], [0.362, -0.332, 0.011], [0.299, 0.722, 1.149], [-0.631, 1.496, 0.220], [-1.543, 0.460, -0.437], [-1.067, -0.925, 0.012], [-0.176, 0.746, -0.985], [1.746, -1.841, 0.652], [1.552, -1.729, -1.117], [2.488, -0.503, -0.243], [-0.058, 0.347, 2.123], [1.238, 1.263, 1.297], [-0.770, 2.568, 0.149], [-2.507, 0.725, -0.864], [-1.441, -1.374, 0.942], [-1.177, -1.627, -0.824], [0.111, 1.142, -1.945]]}